Formula: C3H10N2
Source: the OMol25 dataset
Level of theory: ωB97M-V/def2-TZVPD

```
15
Properties=species:S:1:pos:R:3
C 1.177 1.376 0.276
C 0.429 -0.007 0.358
N -0.540 -0.017 1.497
C -0.417 -0.065 -0.936
N -0.596 -1.497 -1.331
H 1.870 1.315 -0.557
H 1.729 1.487 1.208
H 0.399 2.133 0.268
H 1.170 -0.801 0.449
H -0.170 -0.310 2.389
H -1.195 -0.730 1.187
H -1.419 0.139 -0.527
H -0.105 0.616 -1.711
H -0.957 -2.091 -0.586
H -1.377 -1.548 -1.983
```

Results
ΔE to the lowest compared entry with this formula, charge and spin = 82.4 kJ/mol
Structure (SMILES) = C[C@@H](N)CN
Gap between HOMO and LUMO = 10.274 eV
LUMO = 1.16 eV
Calculated total energy = -229.7779 hartree
HOMO level = -0.335 Ha
Total charge = 0

---

Formula: C3H10N2
Source: the OMol25 dataset
Level of theory: ωB97M-V/def2-TZVPD

```
15
Properties=species:S:1:pos:R:3
C -2.466 -0.066 -0.333
C -2.085 -1.226 0.273
N -0.841 -1.384 0.841
H -2.087 0.801 0.213
H -2.929 0.100 -1.294
H -2.792 -2.063 0.224
H -0.582 -2.345 0.973
H -0.114 -0.876 0.354
C 2.497 0.921 -0.526
N 1.276 0.799 0.332
H 3.367 1.018 0.130
H 2.564 -0.090 -0.942
H 2.448 1.784 -1.166
H 0.483 1.174 -0.190
H 1.263 1.454 1.112
```

Results
ΔE to the lowest compared entry with this formula, charge and spin = 199.9 kJ/mol
Structure (SMILES) = C=CN.CN
Gap between HOMO and LUMO = 8.553 eV
LUMO = 1.02 eV
Calculated total energy = -229.7331 hartree
HOMO level = -0.277 Ha
Total charge = 0

---

Formula: C3H10N2O
Source: the OMol25 dataset
Level of theory: ωB97M-V/def2-TZVPD

```
16
Properties=species:S:1:pos:R:3
N -3.441 -0.576 0.355
C 0.912 1.294 -0.722
C -0.313 0.452 -0.140
O -1.474 0.782 -0.599
C 2.115 1.120 -0.293
N 2.345 -1.268 0.737
H -4.429 -0.722 0.441
H -2.919 0.210 -0.091
H 0.570 1.797 -1.640
H -0.180 0.599 0.935
H -0.018 -0.531 -0.607
H -2.995 -1.452 0.129
H 2.416 0.043 0.072
H 2.935 1.800 -0.537
H 1.985 -2.078 0.241
H 2.492 -1.470 1.719
```

Results
ΔE to the lowest compared entry with this formula, charge and spin = 905.9 kJ/mol
Gap between HOMO and LUMO = 4.846 eV
LUMO = -3.66 eV
Calculated total energy = -304.7296 hartree
HOMO level = -0.313 Ha
Total charge = 0